13
Properties=species:S:1:pos:R:3:forces:R:3 method="wB97M-V/def2-TZVPD" gap_ev="4.57 / 6.16" molar_mass_da=189.00 spin_multiplicity=6 e_tot_ha=-415.9512 s2=8.7615 total_charge=+2
C 0.517968 -1.039836 0.348145 -0.499 -2.223 -0.959
O 1.023707 -2.149935 -0.217559 -0.328 1.694 0.998
H 0.176825 -1.229207 1.366350 -0.297 0.188 -0.296
H 1.184177 -2.040004 -1.162634 -0.097 -0.219 -0.427
C -2.165523 0.147047 0.160974 -1.798 1.951 -1.966
C -0.984036 0.999236 0.101097 1.513 -0.070 2.365
H -3.040110 0.781997 -0.070165 -0.588 -1.625 0.404
H -0.940074 1.135717 1.216479 1.090 0.601 -0.540
H -1.051521 2.003247 -0.347983 -0.437 -0.477 -0.161
C 0.220330 0.249411 -0.394406 -1.344 -1.498 0.070
O 1.410726 0.203601 0.400862 2.085 1.394 0.168
Rh 3.257636 0.689054 0.074068 0.548 0.215 0.154
H 0.389895 0.249673 -1.475228 0.153 0.069 0.189

=====

13
Properties=species:S:1:pos:R:3:forces:R:3 method="wB97M-V/def2-TZVPD" gap_ev="9.34 / 9.34" molar_mass_da=118.16 e_tot_ha=-704.5221
C 1.561584 -0.873893 0.037508 -1.552 -2.870 -2.448
C -1.007239 1.193768 -0.168913 5.220 6.079 0.980
C 2.676983 -0.841691 0.759336 -1.751 1.988 -0.377
C -0.213070 1.622306 -1.400031 -2.112 4.593 0.243
O 0.686446 -1.130748 -0.749643 2.870 1.300 2.726
O -0.033894 2.331809 1.970366 -0.315 -0.751 -0.410
S -0.793757 1.191393 1.399840 0.012 1.417 1.152
H -1.243823 0.354470 -0.475222 -3.796 -8.413 -1.908
H 2.838727 0.154799 1.141897 0.506 0.343 -0.090
H 2.980411 -1.609448 1.415189 0.108 -1.091 0.205
H -1.062696 1.765249 -2.049668 -0.348 -0.187 -1.005
H 0.421302 0.970532 -1.924199 0.883 -1.272 0.147
H 0.152048 2.685652 -1.464464 0.274 -1.136 0.786

=====

13
Properties=species:S:1:pos:R:3:forces:R:3 method="wB97M-V/def2-TZVPD" gap_ev=8.21 molar_mass_da=118.16 e_tot_ha=-704.5779
C 0.716873 -2.393913 0.600004 0.395 -0.069 -0.048
C -0.357239 -0.562257 -0.572020 -1.530 -1.125 0.947
C 0.070164 1.842022 0.177430 -1.847 -2.455 0.291
C 0.555206 0.572536 -0.611148 -3.279 1.870 2.581
O 1.320729 -2.792730 -0.277724 1.429 -1.209 -2.242
O 0.278536 -2.125573 1.621705 -1.429 0.783 2.305
S -1.999239 -0.319868 -0.280227 0.809 0.058 0.187
H -0.054822 1.506990 1.293836 0.324 1.254 -2.111
H -0.877625 2.138775 -0.269498 -0.647 -0.252 0.521
H 0.598926 2.701601 -0.066539 1.881 1.398 0.450
H 1.394734 0.312709 -0.090945 2.802 -1.201 0.488
H 0.678478 0.707016 -1.617630 1.011 0.745 -2.796
H -2.324720 -1.587311 0.092755 0.079 0.202 -0.574

=====

13
Properties=species:S:1:pos:R:3:forces:R:3 method="wB97M-V/def2-TZVPD" gap_ev=9.93 molar_mass_da=118.16 e_tot_ha=-704.6442
C 3.340115 0.575890 -0.221776 0.983 -0.962 0.808
O 1.994203 0.133302 -0.130638 -0.256 0.353 -0.048
C 1.073985 1.103868 -0.066965 0.463 -0.014 0.103
C -0.240856 0.885124 0.025889 -0.653 0.517 -0.028
C -0.853466 -0.449491 0.054382 -0.065 -0.127 -0.001
O -0.272573 -1.502397 0.009223 -0.074 0.151 0.011
S -2.661845 -0.370580 0.170504 0.209 0.405 -0.007
H 3.962453 -0.358798 -0.265168 -0.595 1.020 0.006
H 3.645986 1.166123 0.662578 -0.252 -0.335 -0.219
H 3.525294 1.181184 -1.092348 -0.089 0.150 -0.562
H 1.467883 2.125101 -0.068330 -0.130 -0.189 -0.051
H -0.905641 1.765462 0.070065 0.483 -0.620 -0.010
H -2.798167 -1.689386 0.187272 -0.024 -0.350 -0.003

=====

13
Properties=species:S:1:pos:R:3:forces:R:3 method="wB97M-V/def2-TZVPD" gap_ev="7.74 / 6.08" molar_mass_da=114.18 e_tot_ha=-595.8363
C -1.206145 0.694549 -1.271490 -1.827 -0.752 -0.696
C -0.173969 0.130091 -0.457752 1.115 -0.493 1.761
C 2.276489 0.384689 -0.015592 2.412 -0.468 1.876
C 1.196736 0.661753 -0.683770 -3.619 -1.242 0.986
O -1.097931 1.395444 -2.272415 1.085 0.209 0.415
O -0.431531 -0.737847 0.628433 -0.085 2.298 -2.597
Si -1.464126 -1.639337 1.575600 2.304 -0.690 -1.576
H -2.250741 0.391196 -1.086803 0.017 -0.321 0.796
H 2.231691 -0.294235 0.904513 0.501 0.834 -1.696
H 3.194477 0.954703 -0.339501 -0.859 -0.940 0.946
H 1.118950 1.489804 -1.304636 0.316 1.040 -1.741
H -0.535396 -1.717339 2.632829 0.154 -0.187 1.480
H -2.858503 -1.713471 1.690582 -1.513 0.710 0.048

=====

13
Properties=species:S:1:pos:R:3:forces:R:3 method="wB97M-V/def2-TZVPD" gap_ev="5.26 / 7.43" molar_mass_da=204.80 spin_multiplicity=2 e_tot_ha=-520.2483 s2=1.1836 total_charge=+1
C 0.002913 -1.056668 0.346094 -5.570 -0.341 0.510
O 0.147310 -2.248571 -0.265334 0.600 0.885 0.094
H 0.281273 -1.160235 1.397534 0.659 0.531 -0.382
H 0.500126 -2.161131 -1.158585 -0.518 -0.143 -0.305
C -1.549925 -0.108464 0.486043 2.980 -2.183 -2.599
C -0.849654 1.179831 0.193149 0.673 1.563 1.702
H -2.411141 -0.286590 -0.172631 0.148 -0.523 0.330
H -0.682434 1.571727 1.217873 -0.004 0.927 -0.700
H -1.365751 1.852534 -0.508610 0.131 0.015 0.647
C 0.463678 0.747422 -0.388252 -2.137 -3.833 -0.007
O 1.528645 0.360897 0.284200 -0.405 2.778 0.458
Sn 3.400157 0.594628 0.054247 3.390 0.124 -0.082
H 0.534807 0.714615 -1.485733 0.054 0.200 0.333